A gas-phase ion, C4H11IN3 (charge +1) in a non-equilibrium geometry, computed with the ωB97M-V functional and the def2-TZVPD basis.

XYZ file:
```
19
Properties=species:S:1:pos:R:3:lowdin_spin:R:1
C -1.11102 1.38963 0.48457 0.021
C -1.05551 -0.20959 -1.13937 0.010
C 0.99190 -0.14886 0.29159 0.428
C 0.80859 -1.35642 1.17925 0.064
N -1.42300 1.08565 -0.86542 0.002
N 0.35100 1.09959 0.71704 0.064
N 0.43044 -0.41955 -1.06272 0.035
I 3.17049 0.00155 -0.13917 1.297
H -1.35548 2.45539 0.67766 0.000
H -1.78649 0.66940 1.02416 0.002
H -1.56993 -0.82977 -0.27639 0.001
H -1.20246 -0.66098 -2.04929 0.002
H -0.10929 -1.38670 1.87513 0.011
H 1.77269 -1.37123 1.77314 0.027
H 1.00270 -2.29962 0.46453 0.005
H -1.01082 1.78290 -1.45563 0.002
H 0.51388 1.31045 1.65452 0.002
H 0.68706 -1.36656 -1.30867 0.003
H 0.89524 0.25470 -1.84493 0.024
```

Properties
- energy above the lowest of the compared OMol25 structures with the same formula, charge and spin (kcal/mol) = 23.9
- charge = +1
- M (Da) = 228.1
- spin multiplicity = 3
- frontier orbital gap (spin up / spin down) (eV) = 7.110 / 5.720
- energy (eV) = -16885.46071
- E_LUMO (spin up / spin down) (eV) = -3.04 / -7.61

***

2 unconnected molecules or ions with the total composition C4H11INO in a non-equilibrium geometry, computed with the ωB97M-V functional and the def2-TZVPD basis.

XYZ file:
```
18
Properties=species:S:1:pos:R:3:nbo_charge:R:1
I 3.34633 2.90152 1.93593 -0.982
C 0.09160 -0.70571 -1.68260 -0.611
C 0.33245 0.24216 -0.49433 -0.069
C 0.28468 -0.50945 0.84302 -0.072
O -0.87109 -1.26439 1.03398 -0.539
C -2.09656 -0.55382 1.16900 -0.250
N 1.58033 0.87809 -0.81797 -0.855
H -0.95885 -0.97044 -1.80338 0.189
H 0.55425 -1.66588 -1.45430 0.199
H 0.56670 -0.37578 -2.60646 0.203
H -0.46924 0.97581 -0.57885 0.142
H 0.43299 0.32133 1.53289 0.185
H 1.14631 -1.17124 0.93085 0.194
H -2.07116 0.15089 2.00017 0.167
H -2.94020 -1.21499 1.36708 0.180
H -2.33478 0.05931 0.29985 0.164
H 1.93405 1.42861 -0.04862 0.404
H 1.47220 1.47396 -1.62627 0.349
```

Properties
- energy above the lowest of the compared OMol25 structures with the same formula, charge and spin (kcal/mol) = 11.6
- charge = -1
- M (Da) = 216.0
- frontier orbital gap (eV) = 6.737
- energy (eV) = -15966.42895
- E_LUMO (eV) = 3.17

***

2 unconnected molecules or ions with the total composition C4H11N2 in a non-equilibrium geometry, computed with the ωB97M-V functional and the def2-TZVPD basis.

XYZ file:
```
17
Properties=species:S:1:pos:R:3:nbo_charge:R:1
C 1.35056 -1.62104 0.48724 0.162
N 2.65573 -0.96090 0.51587 -0.824
H 1.50176 -2.52696 1.10781 0.255
H 1.17135 -1.75455 -0.58339 0.219
H 2.69977 -0.55117 1.45065 0.397
H 3.38940 -1.67498 0.47392 0.449
N -1.40170 -0.82428 0.47917 -0.579
C -1.56750 0.16821 -0.56663 -0.295
C -0.83669 2.56037 -0.47047 -0.314
C -0.55435 1.26561 -0.58277 -0.225
H -1.91792 -1.65712 0.18383 0.382
H -0.39420 -1.18446 0.47759 0.281
H -2.57410 0.59307 -0.43080 0.264
H -1.55452 -0.29080 -1.57590 0.212
H -0.06003 3.31228 -0.44869 0.222
H -1.86746 2.89886 -0.38548 0.210
H 0.48392 0.90516 -0.50924 0.185
```

Properties
- energy above the lowest of the compared OMol25 structures with the same formula, charge and spin (kcal/mol) = 174.7
- charge = +1
- M (Da) = 87.1
- frontier orbital gap (eV) = 4.711
- energy (eV) = -7293.37073
- E_LUMO (eV) = -8.81

***

A gas-phase ion, C4H11N2 (charge +1) in a non-equilibrium geometry, computed with the ωB97M-V functional and the def2-TZVPD basis.

XYZ file:
```
17
Properties=species:S:1:pos:R:3:nbo_charge:R:1
C -1.22721 -0.25464 1.97584 0.182
N -0.89153 -0.10815 0.71507 -0.575
C -0.88342 0.93622 -0.30641 -0.217
C 0.57207 1.10158 -0.82879 -0.419
C 1.02140 -0.27066 -1.29578 -0.247
N 1.09721 -1.21515 -0.15913 -0.775
H -0.70334 0.34881 2.74237 0.201
H -1.81954 -1.15056 2.16706 0.207
H -0.07249 -0.90278 0.55636 0.452
H -1.59345 0.65846 -1.11408 0.233
H -1.21404 1.90315 0.08329 0.225
H 0.43570 1.81173 -1.64298 0.251
H 1.21399 1.53655 -0.05569 0.222
H 0.43447 -0.58916 -2.15604 0.228
H 2.06685 -0.17812 -1.66586 0.216
H 1.25108 -2.14144 -0.55743 0.414
H 2.00897 -1.03269 0.26792 0.402
```

Properties
- SMILES = C=[NH+]CCCN
- energy above the lowest of the compared OMol25 structures with the same formula, charge and spin (kcal/mol) = 85.3
- charge = +1
- M (Da) = 87.1
- frontier orbital gap (eV) = 8.824
- energy (eV) = -7297.25117
- E_LUMO (eV) = -5.38

***

A gas-phase ion, C4H11N2 (charge +1) in a non-equilibrium geometry, computed with the ωB97M-V functional and the def2-TZVPD basis.

XYZ file:
```
17
Properties=species:S:1:pos:R:3:nbo_charge:R:1
C -2.17087 0.02410 -0.46883 -0.700
C -1.05833 0.10078 0.53219 0.116
N 0.04422 1.18613 0.23082 -0.609
C 1.05259 0.15448 0.46894 0.142
C 2.17869 0.20497 -0.50805 -0.661
N -0.00957 -0.94869 0.36334 -0.508
H -3.16559 0.18545 -0.17585 0.269
H -2.42499 -1.01682 -0.91043 0.249
H -1.91214 0.47584 -1.47260 0.262
H -1.47558 -0.00925 1.57468 0.229
H 0.17632 1.99384 0.82678 0.403
H 1.33196 0.16497 1.58103 0.201
H 2.36206 1.14618 -0.90691 0.268
H 1.97992 -0.35549 -1.39765 0.233
H 3.02870 -0.35497 -0.09615 0.243
H -0.03855 -1.24750 -0.57942 0.427
H 0.10117 -1.70401 0.93813 0.435
```

Properties
- SMILES = C[C@@H]1N[C@H](C)[NH2+]1
- energy above the lowest of the compared OMol25 structures with the same formula, charge and spin (kcal/mol) = 63.5
- charge = +1
- M (Da) = 87.1
- frontier orbital gap (eV) = 11.325
- energy (eV) = -7298.19355
- E_LUMO (eV) = -3.20

***

2 unconnected molecules or ions with the total composition C4H11N2 in a non-equilibrium geometry, computed with the ωB97M-V functional and the def2-TZVPD basis.

XYZ file:
```
17
Properties=species:S:1:pos:R:3:nbo_charge:R:1
C 1.63678 -1.50618 0.75975 -0.606
C 1.17359 -0.15767 0.16897 -0.568
C -0.02926 -0.24277 -0.64466 0.480
C -0.39956 0.01880 -1.87612 -0.100
N -1.63071 0.14054 -2.43859 -0.724
N -1.59020 1.22888 2.04536 -1.079
H 2.59995 -1.33835 1.23666 0.239
H 1.77383 -2.29264 0.02785 0.236
H 0.96975 -1.74125 1.58651 0.233
H 1.11566 0.62391 0.92978 0.284
H 2.00237 0.10944 -0.50884 0.354
H 0.42196 0.35776 -2.50427 0.325
H -2.40477 0.37911 -1.83820 0.419
H -1.57437 0.68052 -3.28902 0.415
H -1.14418 0.61177 1.39880 0.324
H -1.65254 0.95230 3.00802 0.393
H -1.26831 2.17584 1.93798 0.375
```

Properties
- energy above the lowest of the compared OMol25 structures with the same formula, charge and spin (kcal/mol) = 121.6
- charge = +1
- M (Da) = 87.1
- frontier orbital gap (eV) = 5.677
- energy (eV) = -7295.67517
- E_LUMO (eV) = -7.68

***

2 unconnected molecules or ions with the total composition C4H11N2 in a non-equilibrium geometry, computed with the ωB97M-V functional and the def2-TZVPD basis.

XYZ file:
```
17
Properties=species:S:1:pos:R:3:nbo_charge:R:1
C 1.44628 0.06169 -0.69837 -0.233
C 0.46314 0.16489 -1.64210 0.080
N 0.05428 -0.88205 -2.39153 -0.758
N 1.46467 1.09812 0.35366 -0.701
H 2.14922 -0.74291 -0.54395 0.234
H -0.12850 1.07610 -1.68097 0.207
H -0.93828 -0.95588 -2.56908 0.408
H 0.38865 -1.74833 -1.94108 0.389
H 2.37802 1.13867 0.87582 0.453
H 0.65138 0.90331 1.02847 0.463
H 1.30094 2.03678 0.00412 0.438
C -1.78355 -0.39609 0.91642 -0.370
C -1.19078 -0.24945 2.09783 -0.467
H -1.63599 -1.28111 0.22120 0.201
H -2.51025 0.29057 0.51978 0.210
H -0.71828 -1.11515 2.66480 0.228
H -1.39094 0.60084 2.78497 0.219
```

Properties
- energy above the lowest of the compared OMol25 structures with the same formula, charge and spin (kcal/mol) = 66.8
- charge = +1
- M (Da) = 87.1
- frontier orbital gap (eV) = 9.733
- energy (eV) = -7298.04980
- E_LUMO (eV) = -3.39

***

2 unconnected molecules or ions with the total composition C4H11N2 in a non-equilibrium geometry, computed with the ωB97M-V functional and the def2-TZVPD basis.

XYZ file:
```
17
Properties=species:S:1:pos:R:3:nbo_charge:R:1
C -1.41644 -0.85309 0.80437 0.064
C -1.32097 -0.71601 -0.51757 -0.227
N -0.02860 -0.84237 -1.19915 -0.668
N -2.56486 -0.71954 1.52131 -0.755
H -0.54317 -1.08594 1.40503 0.206
H -2.14958 -0.46192 -1.15908 0.230
H 0.32336 0.05319 -1.55255 0.451
H 0.69287 -1.15717 -0.54607 0.445
H -0.04256 -1.51487 -1.96941 0.441
H -3.29840 -0.17477 1.09165 0.397
H -2.43726 -0.45994 2.48666 0.405
C 2.13171 0.82634 0.36984 -0.421
C 2.09867 1.81887 -0.52156 -0.389
H 3.04985 0.30186 0.61547 0.220
H 1.25948 0.45958 0.90351 0.167
H 2.84434 1.87991 -1.30506 0.215
H 1.40156 2.64587 -0.42738 0.218
```

Properties
- energy above the lowest of the compared OMol25 structures with the same formula, charge and spin (kcal/mol) = 63.3
- charge = +1
- M (Da) = 87.1
- frontier orbital gap (eV) = 10.094
- energy (eV) = -7298.20315
- E_LUMO (eV) = -3.20

***

2 unconnected molecules or ions with the total composition C4H11N2 in a non-equilibrium geometry, computed with the ωB97M-V functional and the def2-TZVPD basis.

XYZ file:
```
17
Properties=species:S:1:pos:R:3:nbo_charge:R:1
C -0.34959 0.86085 -2.58044 -0.705
C 0.28689 -0.16242 -1.59797 0.239
C -0.24482 -0.50963 -0.30750 -0.387
C 0.03770 -1.46212 0.74956 0.309
N -1.06548 -1.59207 1.75103 -0.886
N 1.00891 1.62046 1.50685 -1.063
H 0.29199 0.83958 -3.49963 0.266
H -0.15733 1.83071 -2.05174 0.308
H 1.39084 -0.22519 -1.64055 0.225
H 1.02016 0.65216 1.19749 0.331
H -1.27955 -0.07556 -0.16925 0.262
H 0.87322 -2.16367 0.87172 0.229
H -0.83979 -1.46740 2.75010 0.420
H -1.63798 -2.37923 1.61171 0.416
H 0.21151 1.59328 2.21576 0.369
H -1.44819 0.78579 -2.83908 0.279
H 1.90151 1.85447 2.03192 0.388
```

Properties
- energy above the lowest of the compared OMol25 structures with the same formula, charge and spin (kcal/mol) = 108.7
- charge = +1
- M (Da) = 87.1
- frontier orbital gap (eV) = 6.659
- energy (eV) = -7296.23635
- E_LUMO (eV) = -7.16

***

2 unconnected molecules or ions with the total composition C4H11N2 in a non-equilibrium geometry, computed with the ωB97M-V functional and the def2-TZVPD basis.

XYZ file:
```
17
Properties=species:S:1:pos:R:3:nbo_charge:R:1
C -0.09236 -0.13561 -1.64219 -0.443
C 0.46784 -1.21194 -0.68197 -0.211
C -0.38517 0.68373 -0.36489 0.253
C 0.94784 -0.42301 1.55510 -0.425
N -1.55998 1.37498 0.08059 -0.873
N -0.04767 -0.49595 0.50793 -0.405
H 0.43388 0.40618 -2.30698 0.248
H -1.01613 -0.28632 -2.13571 0.235
H 0.11234 -2.14624 -0.98730 0.257
H 1.54544 -1.09330 -0.63721 0.239
H 0.81249 1.70423 -0.22832 0.105
H 0.97946 -1.48902 1.73661 0.231
H 1.99613 -0.00884 1.29676 0.265
H 0.50946 0.19823 2.42360 0.244
H -1.99609 2.01960 -0.53025 0.416
H -1.68489 1.62767 1.03755 0.403
H -1.02258 -0.72439 0.87668 0.462
```

Properties
- energy above the lowest of the compared OMol25 structures with the same formula, charge and spin (kcal/mol) = 101.8
- charge = +1
- M (Da) = 87.1
- frontier orbital gap (eV) = 10.530
- energy (eV) = -7296.53370
- E_LUMO (eV) = -3.02

***

2 unconnected molecules or ions with the total composition C4H11N2 in a non-equilibrium geometry, computed with the ωB97M-V functional and the def2-TZVPD basis.

XYZ file:
```
17
Properties=species:S:1:pos:R:3:nbo_charge:R:1
C -0.94039 -1.42727 0.42854 -0.002
C -1.59999 1.04109 0.35138 -0.787
C 2.07075 1.18487 -0.30463 -0.396
C -1.38254 -0.20247 -0.31250 0.317
N -1.22533 -2.51034 -0.17619 -0.488
N 1.59626 -0.22186 -0.34731 -0.848
H -0.54423 -1.34031 1.40036 0.202
H -2.45573 1.61963 -0.01147 0.305
H -1.68858 0.80742 1.52074 0.276
H -0.75802 1.69661 0.44085 0.337
H 2.35023 1.54088 0.63875 0.219
H 2.79847 1.23887 -1.05228 0.220
H 1.09965 1.77788 -0.53913 0.166
H -1.46948 -0.39457 -1.40773 0.250
H -0.93255 -3.44929 0.06168 0.399
H 1.02547 -0.61965 -1.15091 0.414
H 2.05600 -0.74152 0.45984 0.415
```

Properties
- energy above the lowest of the compared OMol25 structures with the same formula, charge and spin (kcal/mol) = 128.6
- charge = +1
- M (Da) = 87.1
- frontier orbital gap (spin up / spin down) (eV) = 6.202 / 6.204
- energy (eV) = -7295.37071
- E_LUMO (spin up / spin down) (eV) = -7.12 / -7.12

***

A molecular structure, C4H11N2 in a non-equilibrium geometry, computed with the ωB97M-V functional and the def2-TZVPD basis.

XYZ file:
```
17
Properties=species:S:1:pos:R:3:nbo_charge:R:1
C -1.82894 -1.75224 0.85878 -0.382
C -0.76269 -1.24740 1.46849 -0.050
N 0.54676 -1.41531 0.83584 -0.806
H -1.67716 -2.11420 -0.15230 0.198
H -2.82019 -1.77166 1.28120 0.243
H -0.74865 -0.65522 2.37112 0.222
H 0.50812 -2.25217 0.25950 0.409
H 1.25654 -1.64108 1.53234 0.412
C 0.26496 1.32192 -1.35016 -0.060
C -0.04385 2.60700 -1.26401 -0.355
N 1.29492 0.67682 -0.54559 -0.777
H -0.25440 0.61569 -1.98411 0.213
H -0.91829 2.93777 -1.80210 0.243
H 0.61481 3.28404 -0.73735 0.216
H 1.55851 1.27716 0.23549 0.412
H 0.87427 -0.32973 0.07128 0.440
H 2.13528 0.45860 -1.07841 0.422
```

Properties
- energy above the lowest of the compared OMol25 structures with the same formula, charge and spin (kcal/mol) = 51.2
- charge = +1
- M (Da) = 87.1
- frontier orbital gap (eV) = 10.597
- energy (eV) = -7298.72843
- E_LUMO (eV) = -3.03

***

A gas-phase ion, C4H11N2 (charge +1) in a non-equilibrium geometry, computed with the ωB97M-V functional and the def2-TZVPD basis.

XYZ file:
```
17
Properties=species:S:1:pos:R:3:nbo_charge:R:1
N 2.17623 -1.41551 -1.48279 -0.771
C 0.95221 -1.35319 -0.80314 0.080
C 0.30688 -0.08989 -0.78268 -0.433
C -1.13029 0.18802 -0.57117 -0.476
C -1.35290 0.36146 0.94248 -0.226
N -0.47018 1.46711 1.48743 -0.673
H 2.76093 -0.64409 -1.46568 0.393
H 2.50662 -2.32273 -1.21316 0.390
H 0.54119 -2.28707 -0.34581 0.213
H 0.99573 0.68206 -1.19543 0.201
H -1.65946 -0.79166 -0.81046 0.255
H -1.44541 0.97762 -1.26822 0.252
H -1.19591 -0.61534 1.53692 0.245
H -2.40640 0.64620 1.35250 0.233
H -0.59566 1.70605 2.40693 0.433
H 0.54296 1.19853 1.29243 0.452
H -0.52655 2.29243 0.91984 0.432
```

Properties
- SMILES = N/C=C/CC[NH3+]
- energy above the lowest of the compared OMol25 structures with the same formula, charge and spin (kcal/mol) = 56.7
- charge = +1
- M (Da) = 87.1
- frontier orbital gap (eV) = 8.361
- energy (eV) = -7298.49123
- E_LUMO (eV) = -3.47